# 1
C35H20BBr2ClI2N6O7Sr | the ωB97M-V functional and the def2-TZVPD basis

LUMO   3.4 eV
Charge   -2
Electronic energy   -230222.4792 eV
Molecular weight   1184.08 g/mol
Energy relative to the best compared isomer or geometry (same formula, charge and spin)   1.4654 eV

Last column: Mulliken charge in e.
CARTESIAN COORDINATES (ANGSTROEM)
Sr  0.069  0.028  -0.423  0.9170
O  -3.958  2.215  -0.931  -0.8454
C  -3.018  1.460  -0.638  -0.2122
O  -1.945  1.259  -1.251  -0.3317
C  -3.206  0.618  0.639  -0.0633
C  -4.404  0.633  1.348  -0.5173
C  -4.537  -0.204  2.445  -0.4497
C  -3.484  -1.033  2.805  -0.7143
C  -2.313  -0.962  2.060  -0.0663
N  -2.200  -0.149  1.020  1.3317
C  -1.073  -1.807  2.399  -0.0140
O  -1.251  -2.797  3.112  -0.8311
O  0.016  -1.378  1.901  -0.6002
H  -5.190  1.295  1.013  0.5361
H  -5.460  -0.214  3.015  0.3839
H  -3.534  -1.724  3.634  0.5540
Cl  6.772  -3.911  0.766  -0.3345
C  5.225  -3.297  0.216  0.6578
C  4.504  -4.011  -0.699  -0.5731
C  3.269  -3.549  -1.160  -0.1475
I  2.226  -4.675  -2.559  -0.0737
C  2.673  -2.355  -0.707  -0.0850
O  1.550  -1.942  -1.080  0.0805
C  3.492  -1.590  0.245  -0.3639
N  2.989  -0.400  0.609  0.7467
C  3.684  0.366  1.415  -0.5678
C  4.921  -0.015  1.958  -1.1235
C  5.454  -1.228  1.608  -0.8372
C  4.751  -2.052  0.707  0.1508
H  4.892  -4.949  -1.074  0.3584
H  3.266  1.342  1.633  0.5589
H  5.437  0.660  2.630  0.4643
H  6.411  -1.558  1.991  0.3735
Br  1.079  0.815  -7.702  -0.2257
C  0.852  0.546  -5.838  -0.0104
C  1.787  1.034  -4.948  -1.0642
C  1.561  0.793  -3.598  -0.4370
N  0.516  0.126  -3.145  0.6861
C  -0.389  -0.333  -4.007  0.4419
C  -0.255  -0.147  -5.385  -0.9338
C  -1.532  -1.094  -3.438  0.5737
C  -2.688  -1.346  -4.180  -0.8815
C  -3.693  -2.076  -3.578  -0.0505
Br  -5.294  -2.428  -4.532  -0.2299
C  -3.541  -2.544  -2.288  -0.8487
C  -2.352  -2.240  -1.640  -0.5056
N  -1.381  -1.540  -2.195  0.6294
H  2.658  1.586  -5.270  0.4484
H  2.242  1.177  -2.845  0.5473
H  -0.972  -0.544  -6.086  0.4270
H  -2.819  -0.958  -5.178  0.4380
H  -4.313  -3.111  -1.789  0.4621
H  -2.185  -2.573  -0.621  0.5721
O  1.999  3.470  -1.395  -0.6508
B  1.594  2.569  -0.317  0.5139
O  2.013  3.269  0.879  0.0399
C  2.584  4.440  0.537  0.5339
C  3.114  5.427  1.346  -0.9945
C  3.646  6.552  0.718  -0.5625
C  3.641  6.675  -0.664  -0.4613
C  3.103  5.680  -1.478  -1.0612
C  2.576  4.561  -0.859  0.6278
H  3.106  5.320  2.423  0.4142
H  4.068  7.345  1.324  0.3726
H  4.059  7.564  -1.122  0.3447
H  3.089  5.771  -2.557  0.4285
I  2.060  4.006  5.649  0.0249
C  1.077  2.669  4.427  -0.4649
C  1.400  1.351  4.189  -0.3227
N  0.504  0.898  3.302  0.6764
N  -0.387  1.828  2.957  -0.5199
C  -0.059  2.911  3.637  -0.4833
H  2.198  0.729  4.556  0.5322
H  0.453  -0.031  2.852  0.1442
H  -0.621  3.822  3.521  0.4670


# 2
C49H65N4P3RuS2Si | the ωB97M-V functional and the def2-TZVPD basis

LUMO (alpha / beta)   2.5 / 2.4 eV
Charge   -1
Electronic energy   -117824.6401 eV
Spin multiplicity   2
Molecular weight   996.30 g/mol
Energy relative to the best compared isomer or geometry (same formula, charge and spin)   3.6881 eV

Last column: Mulliken charge in e.
CARTESIAN COORDINATES (ANGSTROEM)
Ru  -0.797  -0.008  0.174  -0.9122
C  -3.436  3.893  2.787  -2.1243
C  -3.278  2.481  2.226  0.4921
C  -4.249  2.239  1.078  -0.8924
P  -1.569  1.858  1.668  0.6127
C  -0.572  3.383  1.168  2.6699
C  -1.235  4.079  -0.018  -1.4854
C  -0.180  4.340  2.290  -1.8249
C  -0.798  1.429  3.268  -0.0466
C  -1.366  1.676  4.519  -0.1912
C  -0.722  1.269  5.673  -1.0984
C  0.494  0.613  5.594  -0.7277
C  1.055  0.367  4.354  0.3375
C  0.431  0.765  3.180  -0.0486
Si  1.211  0.446  1.431  0.8361
C  2.191  -1.124  1.945  0.6444
C  3.527  -0.983  2.288  0.0491
C  4.313  -2.029  2.741  -0.8754
C  3.751  -3.300  2.829  -1.2136
C  2.435  -3.481  2.485  -1.0876
C  1.624  -2.413  2.057  1.1334
P  -0.083  -2.896  1.721  -0.6386
C  -0.544  -3.850  3.290  0.4088
C  -1.797  -4.716  3.255  -1.5366
C  -0.656  -2.773  4.368  -1.1215
C  0.010  -4.176  0.283  0.4889
C  1.301  -4.952  0.057  -1.9028
C  -0.239  -3.302  -0.944  -0.5333
C  2.598  1.821  1.586  -0.2082
C  2.925  2.450  2.784  0.1345
C  4.016  3.293  2.902  -1.2678
C  4.832  3.517  1.805  -0.9271
C  4.492  2.965  0.587  -0.2280
C  3.364  2.156  0.464  0.5656
P  2.742  1.615  -1.162  0.8578
C  2.994  3.200  -2.213  0.8581
C  4.261  3.401  -3.039  -1.8422
C  2.662  4.456  -1.409  -1.7667
C  4.087  0.408  -1.712  0.7189
C  5.550  0.724  -1.420  -1.7435
C  3.734  -0.925  -1.054  -0.9200
H  -4.406  3.971  3.281  0.4000
H  -3.414  4.632  1.990  0.3773
H  -2.666  4.136  3.514  0.3715
H  -3.541  1.766  3.017  0.7382
H  -4.050  2.903  0.240  0.2709
H  -5.279  2.385  1.397  0.5348
H  -4.141  1.210  0.738  -0.1937
H  0.354  2.926  0.790  -1.7427
H  -2.184  4.536  0.256  0.2995
H  -1.416  3.349  -0.808  0.1832
H  -0.585  4.859  -0.420  0.4877
H  -0.941  5.097  2.458  0.4449
H  0.753  4.843  2.032  0.2922
H  -0.012  3.792  3.215  0.3579
H  -2.309  2.195  4.621  0.3105
H  -1.169  1.471  6.638  0.3421
H  1.005  0.306  6.498  0.3980
H  2.010  -0.137  4.294  0.4336
H  3.967  0.000  2.224  0.2801
H  5.342  -1.864  3.025  0.4547
H  4.342  -4.137  3.174  0.3676
H  2.024  -4.479  2.547  0.3168
H  0.300  -4.501  3.536  0.7762
H  -2.692  -4.117  3.109  0.1867
H  -1.886  -5.236  4.211  0.5473
H  -1.744  -5.466  2.466  0.3191
H  -1.461  -2.077  4.132  0.0959
H  0.272  -2.205  4.423  0.1945
H  -0.851  -3.217  5.344  0.5571
H  -0.807  -4.896  0.430  0.6795
H  2.149  -4.272  0.012  0.2340
H  1.226  -5.478  -0.898  0.5327
H  1.476  -5.691  0.836  0.3992
H  0.547  -2.542  -0.975  -0.7519
H  -1.190  -2.763  -0.893  -0.2805
H  -0.220  -3.897  -1.861  1.1798
H  2.319  2.266  3.656  0.3605
H  4.242  3.757  3.853  0.4326
H  5.719  4.131  1.899  0.3640
H  5.111  3.171  -0.275  0.3520
H  2.182  3.075  -2.940  0.0852
H  5.128  3.630  -2.422  0.2670
H  4.103  4.247  -3.712  0.4749
H  4.471  2.523  -3.648  0.2825
H  3.494  4.766  -0.780  0.3076
H  1.800  4.274  -0.771  0.3185
H  2.425  5.273  -2.092  0.5345
H  3.942  0.313  -2.797  0.6672
H  5.703  0.870  -0.352  0.2730
H  5.908  1.600  -1.952  0.3109
H  6.158  -0.128  -1.729  0.4981
H  4.075  -0.938  -0.022  0.1833
H  4.201  -1.752  -1.588  0.6516
H  2.656  -1.077  -1.045  -0.3762
N  -4.769  -1.163  -1.181  -0.4175
C  -3.930  -0.127  -1.503  0.0474
N  -2.640  -0.160  -1.440  -0.0383
C  -2.057  0.949  -2.021  -0.2168
C  -2.960  1.908  -2.438  -0.2807
S  -4.599  1.369  -2.184  -0.3642
C  -0.671  0.867  -2.404  -0.1065
C  -0.035  1.742  -3.270  -0.3295
S  1.307  0.959  -4.066  -0.4242
C  0.934  -0.488  -3.108  -0.0890
N  -0.047  -0.364  -2.286  -0.1652
N  1.720  -1.605  -3.283  -0.0619
H  -4.318  -1.870  -0.606  0.1459
H  -5.672  -0.886  -0.826  0.3436
H  -2.781  2.846  -2.917  0.5029
H  -0.328  2.735  -3.540  0.4907
H  1.271  -2.473  -3.031  0.2657
H  2.201  -1.622  -4.169  0.3107
C  -1.244  -1.645  1.493  -0.5010
C  -2.639  -1.999  1.532  2.1485
C  -3.223  -3.136  0.916  -0.7037
C  -4.573  -3.402  1.011  -0.5965
C  -5.419  -2.570  1.734  -1.1625
C  -4.871  -1.465  2.378  -0.3525
C  -3.528  -1.190  2.281  -0.3887
H  -2.609  -3.825  0.356  -0.5079
H  -4.974  -4.279  0.518  0.3830
H  -6.474  -2.789  1.811  0.2817
H  -5.502  -0.831  2.989  0.3591
H  -3.100  -0.359  2.826  0.4019


# 3
C2H6O2 | the ωB97M-V functional and the def2-TZVPD basis

LUMO   0.9 eV
Charge   0
Electronic energy   -6265.0206 eV
Molecular weight   62.07 g/mol
Energy relative to the best compared isomer or geometry (same formula, charge and spin)   1.2342 eV
SMILES   CC(O)O

Last column: Mulliken charge in e.
CARTESIAN COORDINATES (ANGSTROEM)
C  -0.970  -0.293  -0.055  -1.0623
C  0.458  0.216  0.323  0.1743
O  0.940  1.385  -0.113  -0.4474
O  1.437  -0.926  -0.093  -0.5521
H  -0.929  -0.280  -1.044  0.4124
H  -1.066  -1.343  0.322  0.2454
H  -1.602  0.370  0.577  0.3000
H  0.709  0.174  1.446  0.3275
H  0.806  1.620  -0.986  0.2918
H  2.082  -0.918  0.603  0.3104


# 4
C5H12Si | the ωB97M-V functional and the def2-TZVPD basis

LUMO   0.5 eV
Charge   0
Electronic energy   -13252.8090 eV
Molecular weight   100.24 g/mol
Energy relative to the best compared isomer or geometry (same formula, charge and spin)   3.9213 eV

Last column: Mulliken charge in e.
CARTESIAN COORDINATES (ANGSTROEM)
C  0.374  -1.214  -0.553  -0.9881
C  -0.201  0.229  -0.369  -0.3165
C  0.789  1.359  -2.196  -1.2892
C  -1.505  -1.410  2.408  -0.9397
C  0.623  1.479  -0.685  -0.2628
Si  -0.104  -0.684  1.293  0.1576
H  -0.147  -2.029  -1.066  0.2756
H  1.325  -1.238  -0.835  0.3867
H  -1.144  0.140  -0.731  0.5597
H  1.419  0.583  -2.413  0.4224
H  1.412  2.254  -2.426  0.3337
H  -0.085  1.442  -2.726  0.3834
H  -1.080  -1.815  3.296  0.2920
H  -2.152  -0.620  2.690  0.3297
H  -1.980  -2.298  1.864  0.2861
H  -0.045  2.434  -0.514  0.2166
H  1.558  1.358  -0.023  0.2648
H  0.943  0.030  2.986  -0.1119